The following is a DFT calculation (ωB97M-V/def2-TZVPD) of the molecule C7H16N3OP.

CARTESIAN COORDINATES (ANGSTROEM)
C  0.55844  3.04773  0.73661
N  -0.08786  1.82876  0.80889
P  -0.17537  0.99923  -0.63541
O  0.04522  1.81011  -1.82885
N  -1.83770  0.28649  -0.65945
C  -1.88026  -1.05561  -1.26784
C  -2.07850  -0.88748  0.22321
C  -3.38173  -0.95479  1.05101
N  0.85163  -0.34598  -0.63897
C  2.02647  -0.44149  -1.51227
C  2.17658  -0.49052  -0.01704
C  2.56760  -1.74923  0.66503
H  0.54244  3.30461  -0.32061
H  -0.02087  3.79994  1.27892
H  1.59965  3.07262  1.15661
H  -0.57406  1.50470  1.59387
H  -0.85298  -1.37292  -1.49262
H  -2.71929  -1.28689  -1.89872
H  -1.27661  -1.23927  0.75142
H  -4.10716  -0.72877  0.17742
H  -3.25016  -0.28868  1.86922
H  -3.39564  -2.02917  1.41662
H  2.23752  0.39747  -2.22762
H  2.08014  -1.28574  -2.14021
H  2.75955  0.31774  0.34063
H  3.36894  -2.23256  0.14762
H  1.70783  -2.40765  0.84355
H  3.11618  -1.57263  1.57897

Output
Electronic energy   -23323.6592 eV
E_LUMO   0.826 eV
Spin multiplicity   1
Relative energy (zero: lowest compared OMol25 entry of this formula, charge and spin)   435.6 kJ/mol
Kohn-Sham gap   10.26 eV

The following is a DFT calculation (ωB97M-V/def2-TZVPD) of the ion C7H16N4 with charge +2.

CARTESIAN COORDINATES (ANGSTROEM)
H  2.09905  -1.22876  0.66820
N  1.69354  -0.25882  0.54045
C  1.76129  0.50339  1.41948
N  0.90034  1.78105  1.43329
C  0.70623  2.29437  2.77571
C  -0.35337  1.71625  0.50041
C  -1.11784  0.50129  0.17042
C  -0.83289  -0.07184  -1.12187
N  -1.05316  -1.27506  -1.38909
C  -0.43593  -2.25463  -2.34501
C  -1.42131  -3.12346  -3.13650
N  0.75281  -1.96248  -2.13740
H  1.68594  -2.42305  -2.44185
H  1.94311  0.23051  2.52847
H  1.45510  2.58725  1.03278
H  1.71443  2.52374  3.17625
H  0.37072  3.28398  2.84168
H  0.14481  1.78301  3.59653
H  -0.09501  2.30839  -0.39738
H  -1.00096  2.31603  1.22573
H  -2.27323  0.83154  0.03624
H  -1.07868  -0.32861  0.87812
H  -0.43437  0.40778  -2.29589
H  -1.48772  -1.90620  -0.69914
H  -0.96027  -4.12779  -3.25341
H  -1.62340  -2.73890  -4.10325
H  -2.16748  -3.28840  -2.32819

Output
Electronic energy   -13457.2724 eV
E_LUMO   -7.245 eV
Net charge   +2
Spin multiplicity   1
Relative energy (zero: lowest compared OMol25 entry of this formula, charge and spin)   527.3 kJ/mol
Kohn-Sham gap   9.88 eV

The following is a DFT calculation (ωB97M-V/def2-TZVPD) of a structure of composition C7H16N4.

CARTESIAN COORDINATES (ANGSTROEM)
C  1.25956  0.48218  -0.35165
C  2.92945  0.78715  1.44456
C  1.54311  0.79282  1.14625
C  2.44765  0.30024  -1.22612
C  -1.01170  -1.28820  1.39951
C  -2.11516  -1.50852  -0.79573
C  -1.92085  -0.55196  0.36505
N  0.17619  0.46490  -0.98340
N  4.08896  0.72930  1.58377
N  -1.38684  0.73962  -0.11964
N  -2.15391  1.27239  -1.16335
H  1.10683  1.93553  1.48836
H  0.96747  0.15506  1.88258
H  3.26815  1.08872  -1.06122
H  2.09837  0.46264  -2.29165
H  2.89349  -0.66874  -1.15590
H  -1.32492  -2.33438  1.47494
H  -0.06190  -1.53681  0.95939
H  -1.11780  -0.90655  2.41860
H  -1.17420  -1.43996  -1.50483
H  -3.05820  -1.24904  -1.39723
H  -2.40526  -2.59285  -0.42291
H  -2.95205  -0.34932  0.72490
H  5.01796  1.08617  1.76043
H  -2.88082  1.90959  -0.80816
H  -2.56101  0.40908  -1.57572
H  -1.67260  1.81094  -1.79082

Output
Electronic energy   -13453.5213 eV
E_LUMO (alpha / beta)   -7.573 / -9.648 eV
Net charge   +2
Spin multiplicity   3
Relative energy (zero: lowest compared OMol25 entry of this formula, charge and spin)   289.5 kJ/mol
Kohn-Sham gap (alpha / beta)   6.53 / 8.29 eV

The following is a DFT calculation (ωB97M-V/def2-TZVPD) of a cluster of 2 separate species, C7H16N4O in total.

CARTESIAN COORDINATES (ANGSTROEM)
H  1.33608  2.76195  -0.82340
N  0.61041  2.48368  -0.16078
C  0.86968  1.36982  0.39288
N  1.99936  0.56797  0.25218
C  2.78777  0.66338  -0.96172
O  1.68883  -0.77450  0.53200
C  2.46677  -1.21389  1.63315
H  0.17254  0.96142  1.11633
H  3.20319  1.67338  -1.04087
H  2.19290  0.41768  -1.85894
H  3.62389  -0.04254  -0.88033
H  2.24622  -0.62230  2.53593
H  3.54096  -1.14826  1.41444
H  2.18396  -2.26557  1.79092
C  -3.77691  1.01467  0.76543
C  -3.58002  -0.24678  0.38808
N  -2.41060  -0.78995  -0.14892
C  -1.38548  -0.05860  -0.71719
N  -0.26598  -0.49688  -1.12905
C  0.00079  -1.91608  -0.96129
H  -3.00034  1.77135  0.73533
H  -4.74912  1.32076  1.12819
H  -4.38084  -0.98448  0.48112
H  -2.34450  -1.78888  -0.19085
H  -1.62085  1.00307  -0.81494
H  -0.12007  -2.23606  0.08392
H  -0.66154  -2.52395  -1.60182
H  1.03900  -2.13049  -1.26097

Output
Electronic energy   -15522.8650 eV
E_LUMO   0.808 eV
Spin multiplicity   1
Relative energy (zero: lowest compared OMol25 entry of this formula, charge and spin)   261.5 kJ/mol
Kohn-Sham gap   9.19 eV

The following is a DFT calculation (ωB97M-V/def2-TZVPD) of the ion C7H16N6 with charge +2.

CARTESIAN COORDINATES (ANGSTROEM)
C  -3.84772  1.36955  0.01642
N  -2.77456  0.40523  0.02386
C  -3.03794  -1.02176  0.14332
C  -1.63909  -1.65392  0.15312
N  -0.76217  -0.50175  -0.07478
N  0.57539  -0.48571  -0.14826
C  1.25196  -1.55745  -0.06674
C  2.75095  -1.55968  -0.12049
N  3.35388  -0.27963  -0.43065
C  3.58478  0.65069  0.45078
N  4.14913  1.80065  0.19347
C  -1.49054  0.64482  -0.13552
N  -0.92130  1.82404  -0.33543
H  -4.22345  1.52530  -0.99776
H  -4.66215  0.99680  0.63529
H  -3.51733  2.32033  0.43196
H  -3.64239  -1.35581  -0.70644
H  -3.59527  -1.22425  1.06086
H  -1.40556  -2.12160  1.11346
H  -1.51297  -2.38994  -0.64447
H  0.82249  -2.54587  0.07443
H  3.12201  -1.91901  0.84770
H  3.06977  -2.28656  -0.87332
H  3.60681  -0.11849  -1.40193
H  3.28846  0.44936  1.47808
H  4.50316  2.03475  -0.72747
H  4.34058  2.46919  0.92859
H  -1.46461  2.66670  -0.43334
H  0.07765  1.86403  -0.45477

Output
Electronic energy   -16444.2975 eV
E_LUMO   -6.109 eV
Net charge   +2
Spin multiplicity   1
Relative energy (zero: lowest compared OMol25 entry of this formula, charge and spin)   0.0 kJ/mol
Kohn-Sham gap   9.80 eV

The following is a DFT calculation (ωB97M-V/def2-TZVPD) of the ion C7H16NO2 with charge +1.

CARTESIAN COORDINATES (ANGSTROEM)
C  0.66768  -2.04338  -1.45111
C  0.51896  -0.48782  -1.33289
N  -0.03452  -0.03624  -0.01553
C  -0.02810  1.37982  0.13936
C  -0.99357  2.18832  -0.82313
C  0.57709  -0.74946  1.09836
C  1.83484  -0.08388  1.59929
O  -1.60040  -0.37365  -0.16928
C  -2.61051  -0.22097  0.71835
O  -3.71866  -0.53871  0.47860
H  1.55289  -2.26694  -0.90786
H  -0.26924  -2.66584  -1.06718
H  0.93886  -2.31276  -2.54134
H  -0.22559  -0.06801  -1.99148
H  1.44249  0.08682  -1.43284
H  -0.12964  1.57100  1.17603
H  0.94002  1.68267  0.04542
H  -1.99876  1.94675  -0.51848
H  -0.82187  3.28739  -0.57374
H  -0.84761  2.02645  -1.95686
H  -0.13264  -0.92816  1.87960
H  0.75446  -1.81566  0.61891
H  2.54975  -0.12699  0.87029
H  1.68063  0.93417  1.96614
H  2.10723  -0.50846  2.45511
H  -2.15378  0.12352  1.73626

Output
Electronic energy   -13092.8493 eV
E_LUMO   -4.560 eV
Net charge   +1
Spin multiplicity   1
Relative energy (zero: lowest compared OMol25 entry of this formula, charge and spin)   346.3 kJ/mol
Kohn-Sham gap   10.46 eV

Q: Which value of electronic energy does entry 5 give?
A: -16444.2975 eV

Q: What is the electronic energy in the first record?
A: -23323.6592 eV